Record 1
{"formula": "C33H54BF5N3O19P4S", "method": "the ωB97M-V functional and the def2-TZVPD basis", "energy_ev": -140699.33441, "charge": 1, "homo_lumo_gap_ev": 5.892, "symbols": ["C", "P", "C", "C", "B", "O", "O", "C", "P", "P", "O", "O", "O", "C", "C", "C", "C", "O", "C", "P", "N", "N", "O", "C", "N", "C", "S", "O", "O", "C", "F", "F", "C", "F", "F", "F", "H", "H", "H", "H", "H", "H", "H", "H", "H", "H", "H", "H", "H", "H", "H", "H", "H", "H", "H", "H", "H", "H", "H", "H", "O", "C", "O", "C", "C", "C", "H", "H", "H", "H", "H", "H", "O", "C", "O", "C", "C", "C", "H", "H", "H", "H", "H", "H", "O", "C", "O", "C", "C", "C", "H", "H", "H", "H", "H", "H", "O", "C", "O", "C", "C", "C", "H", "H", "H", "H", "H", "H", "O", "C", "O", "C", "C", "C", "H", "H", "H", "H", "H", "H"], "xyz": [[5.039, 0.946, 3.709], [4.228, -0.165, 2.320], [4.852, -1.867, 2.893], [2.357, 0.050, 2.214], [1.804, -0.019, 3.800], [2.087, 1.009, 4.840], [1.001, -1.167, 4.347], [2.056, 1.577, 1.673], [3.576, 2.602, 1.132], [4.440, 2.047, -0.764], [5.635, 3.090, -1.055], [5.206, 0.460, -0.790], [3.400, 2.121, -2.155], [0.933, 1.772, 0.523], [-0.233, 2.909, 0.911], [-1.137, 2.258, 2.302], [-2.641, 3.071, 2.609], [-2.497, 1.566, 1.961], [0.183, 0.458, -0.060], [-0.400, 0.953, -1.857], [-1.976, 1.338, -1.837], [1.196, -0.663, -0.091], [2.301, -0.436, -0.809], [2.325, -1.202, -2.074], [2.070, -1.802, -3.218], [1.470, -1.014, 1.388], [1.894, -2.817, 1.390], [3.084, -3.110, 0.392], [2.113, -3.478, 2.789], [0.492, -3.912, 0.668], [0.752, -5.315, 1.167], [0.645, -4.009, -0.829], [-1.001, -3.442, 1.146], [-1.535, -2.282, 0.369], [-0.930, -3.089, 2.590], [-1.896, -4.642, 0.941], [4.725, 0.398, 4.723], [4.566, 2.013, 3.768], [6.208, 0.917, 3.681], [4.161, -2.236, 3.793], [5.009, -2.671, 2.061], [5.926, -1.734, 3.400], [2.500, 0.559, 5.642], [0.079, -0.825, 4.576], [1.629, 2.188, 2.609], [3.021, 3.947, 0.913], [4.835, -0.060, -1.586], [3.847, 1.652, -2.939], [1.476, 2.273, -0.417], [-1.062, 3.005, 0.090], [0.226, 3.925, 1.273], [-0.474, 1.872, 3.295], [-3.337, 3.343, 1.710], [-2.958, 2.772, 3.695], [-0.842, 0.176, 0.474], [-0.186, -0.102, -2.813], [0.345, 2.138, -2.286], [-2.066, 2.341, -2.166], [0.698, -1.462, -0.592], [0.370, -0.961, 1.858], [8.239, -0.128, 2.190], [8.541, -0.770, 1.197], [7.876, -1.883, 0.769], [8.564, -2.438, -0.351], [9.375, -1.303, -0.921], [9.710, -0.490, 0.303], [9.192, -3.263, -0.001], [7.840, -2.825, -1.074], [10.255, -1.640, -1.477], [8.754, -0.707, -1.600], [10.624, -0.842, 0.789], [9.781, 0.575, 0.070], [0.036, 5.791, 1.158], [-0.998, 6.434, 1.092], [-2.210, 5.991, 1.535], [-3.211, 6.951, 1.201], [-2.470, 8.249, 1.013], [-1.137, 7.794, 0.477], [-3.716, 6.625, 0.285], [-3.947, 7.014, 2.008], [-2.990, 8.951, 0.356], [-2.327, 8.738, 1.985], [-1.149, 7.694, -0.612], [-0.329, 8.456, 0.796], [-3.827, -5.079, -5.088], [-2.678, -5.295, -4.740], [-1.589, -5.167, -5.554], [-0.426, -5.604, -4.853], [-0.777, -5.494, -3.393], [-2.257, -5.781, -3.386], [-0.205, -6.634, -5.151], [0.424, -4.968, -5.118], [-0.197, -6.169, -2.759], [-0.600, -4.468, -3.045], [-2.463, -6.852, -3.310], [-2.769, -5.231, -2.593], [-5.632, 3.132, -0.058], [-6.083, 2.657, -1.087], [-6.412, 3.388, -2.193], [-7.009, 2.528, -3.162], [-6.535, 1.142, -2.810], [-6.402, 1.210, -1.309], [-8.098, 2.625, -3.091], [-6.691, 2.825, -4.165], [-7.212, 0.355, -3.154], [-5.551, 0.961, -3.258], [-7.342, 0.969, -0.806], [-5.594, 0.568, -0.949], [-8.877, -2.505, -1.293], [-7.728, -2.721, -0.945], [-6.640, -2.593, -1.759], [-5.477, -3.029, -1.058], [-5.827, -2.919, 0.402], [-7.308, -3.207, 0.409], [-5.256, -4.060, -1.356], [-4.626, -2.394, -1.323], [-5.248, -3.595, 1.036], [-5.651, -1.894, 0.750], [-7.514, -4.278, 0.485], [-7.819, -2.656, 1.202]], "lowdin_charge": [-0.265, 0.922, -0.287, -0.425, -0.475, 0.032, 0.025, -0.435, 0.857, 0.492, -0.414, -0.283, -0.289, -0.319, -0.056, -0.138, 0.033, -0.269, -0.274, 0.795, -0.320, -0.153, -0.046, -0.088, 0.219, -0.211, 0.924, -0.324, -0.288, -0.202, 0.040, -0.008, -0.148, 0.036, 0.062, 0.050, 0.058, 0.039, 0.069, 0.068, 0.056, 0.085, 0.135, 0.133, 0.129, 0.001, 0.067, 0.100, 0.080, 0.112, 0.091, 0.157, 0.126, 0.112, 0.161, 0.008, 0.051, -0.001, 0.167, 0.172, 0.085, -0.454, 0.010, -0.169, -0.164, -0.079, 0.132, 0.127, 0.124, 0.122, 0.140, 0.137, 0.059, -0.432, 0.014, -0.157, -0.160, -0.078, 0.136, 0.135, 0.127, 0.127, 0.141, 0.136, 0.111, -0.458, 0.034, -0.167, -0.183, -0.084, 0.134, 0.127, 0.121, 0.100, 0.141, 0.119, 0.081, -0.459, 0.027, -0.165, -0.163, -0.088, 0.133, 0.130, 0.125, 0.123, 0.140, 0.122, 0.108, -0.460, 0.023, -0.178, -0.173, -0.081, 0.127, 0.121, 0.115, 0.119, 0.140, 0.134]}



Record 2
{"formula": "C33H54Br3CaCl4FLiN4NaO9PS4", "method": "the ωB97M-V functional and the def2-TZVPD basis", "energy_ev": -398093.19691, "charge": 1, "homo_lumo_gap_ev": 1.198, "symbols": ["C", "C", "C", "C", "N", "C", "C", "C", "C", "C", "N", "C", "O", "C", "C", "C", "O", "Br", "P", "C", "C", "C", "C", "C", "Cl", "N", "C", "S", "C", "S", "S", "C", "C", "C", "H", "H", "H", "H", "H", "H", "H", "H", "H", "H", "H", "H", "H", "H", "H", "H", "H", "H", "H", "H", "H", "H", "H", "H", "H", "H", "H", "H", "H", "H", "H", "H", "H", "H", "H", "H", "H", "H", "Ca", "Cl", "C", "N", "O", "O", "H", "H", "H", "Br", "C", "C", "Br", "H", "H", "H", "H", "O", "H", "H", "C", "Cl", "Cl", "H", "H", "O", "S", "O", "O", "O", "Li", "F", "C", "C", "C", "C", "C", "C", "H", "H", "H", "H", "H", "Na"], "xyz": [[7.525, 1.463, 1.213], [6.073, 1.218, 0.786], [5.596, 2.233, -0.269], [4.849, 1.501, -1.401], [3.469, 1.209, -0.967], [2.641, 2.373, -1.349], [1.184, 2.253, -0.909], [0.259, 3.124, -1.814], [-0.725, 3.994, -1.031], [-1.800, 3.226, -0.280], [-2.111, 3.627, 1.074], [-3.417, 3.185, 1.343], [-3.958, 3.496, 2.355], [-4.049, 2.322, 0.168], [-3.854, 0.833, 0.547], [-3.706, 0.581, 2.042], [-4.609, 0.281, 2.754], [-1.930, 0.711, 2.847], [-5.798, 3.010, 0.007], [-6.896, 2.567, 1.384], [-7.301, 1.065, 1.503], [-6.571, 2.655, -1.594], [-7.424, 1.376, -1.645], [-3.100, 2.806, -0.985], [-3.770, 4.252, -1.846], [-2.656, 1.806, -1.959], [-3.487, 1.222, -2.639], [-4.481, 0.280, -3.362], [3.052, 0.048, -1.703], [3.244, -0.121, -3.345], [2.356, -1.239, -0.761], [0.984, -1.858, -1.791], [-0.314, -1.989, -0.969], [-1.433, -1.293, -1.761], [7.851, 0.674, 1.886], [7.600, 2.439, 1.687], [8.176, 1.401, 0.338], [5.405, 1.284, 1.641], [5.996, 0.206, 0.394], [6.467, 2.703, -0.748], [4.916, 2.955, 0.178], [4.816, 2.110, -2.329], [5.374, 0.584, -1.649], [2.644, 2.511, -2.437], [3.040, 3.267, -0.865], [0.823, 1.228, -0.985], [1.032, 2.577, 0.121], [0.921, 3.791, -2.372], [-0.223, 2.486, -2.552], [-0.138, 4.513, -0.268], [-1.109, 4.771, -1.691], [-1.323, 2.243, -0.132], [-2.096, 4.637, 1.196], [-4.680, 0.219, 0.196], [-2.968, 0.417, 0.065], [-7.798, 3.164, 1.237], [-6.496, 2.885, 2.337], [-6.738, 0.435, 0.824], [-7.220, 0.728, 2.529], [-8.356, 0.988, 1.246], [-5.832, 2.616, -2.389], [-7.201, 3.515, -1.831], [-7.807, 1.212, -2.648], [-8.307, 1.526, -1.023], [-6.929, 0.491, -1.258], [1.232, -2.774, -2.319], [0.823, -1.101, -2.558], [-0.215, -1.511, 0.002], [-0.579, -3.039, -0.866], [-1.311, -1.537, -2.817], [-1.274, -0.218, -1.673], [-2.424, -1.604, -1.438], [4.619, -1.946, -4.924], [-5.696, 5.107, 1.514], [-11.148, -1.135, 2.264], [-10.745, -0.012, 1.374], [-10.429, 1.040, 1.892], [-10.755, -0.221, 0.181], [-11.087, -0.797, 3.292], [-12.165, -1.409, 2.001], [-10.463, -1.957, 2.081], [-2.759, -3.786, 1.393], [-1.255, -3.408, 2.586], [-0.198, -4.470, 2.512], [-0.739, -6.040, 3.491], [-1.664, -3.294, 3.584], [-0.863, -2.451, 2.245], [0.707, -4.121, 3.009], [0.037, -4.780, 1.496], [8.244, -4.031, -5.544], [8.293, -4.398, -4.656], [8.433, -4.778, -6.120], [-6.190, -5.655, 1.161], [-6.704, -5.536, -0.532], [-6.707, -7.174, 1.892], [-5.109, -5.596, 1.200], [-6.628, -4.834, 1.715], [2.031, -5.329, 5.487], [1.370, -4.308, 6.370], [0.296, -4.942, 7.145], [0.806, -3.226, 5.534], [2.409, -3.757, 7.291], [6.548, 3.768, -2.042], [9.669, 1.054, -2.680], [10.652, 0.266, -2.168], [11.890, 0.266, -2.776], [12.893, -0.534, -2.250], [12.642, -1.325, -1.136], [11.388, -1.313, -0.544], [10.382, -0.507, -1.059], [12.062, 0.884, -3.647], [13.871, -0.541, -2.710], [13.425, -1.951, -0.732], [11.190, -1.932, 0.321], [9.399, -0.479, -0.607], [4.114, -5.420, 6.423]], "lowdin_charge": [-0.090, -0.226, -0.212, -0.282, -0.185, -0.213, -0.157, -0.180, -0.149, -0.349, 0.140, -0.575, -0.027, -0.343, -0.109, -0.760, 0.067, 0.816, 1.083, -0.395, -0.112, -0.356, -0.121, -0.675, 0.774, 0.062, -0.762, 0.876, -1.118, 0.295, 0.906, -0.476, -0.305, -0.123, 0.082, 0.080, 0.054, 0.120, 0.112, 0.036, 0.113, 0.081, 0.100, 0.098, 0.120, 0.087, 0.121, 0.107, 0.105, 0.126, 0.095, 0.131, 0.160, 0.116, 0.101, 0.090, 0.050, 0.041, 0.084, 0.032, 0.019, 0.108, 0.093, 0.074, 0.057, 0.076, 0.034, 0.078, 0.088, 0.081, 0.044, 0.061, 0.697, 0.303, 0.059, -0.450, 0.044, 0.067, 0.098, 0.105, 0.104, 0.601, -0.675, -0.705, 0.689, 0.061, 0.025, 0.053, 0.042, -0.112, 0.028, 0.035, -1.044, 0.477, 0.517, -0.033, 0.022, -0.514, 0.190, -0.374, -0.403, -0.446, 0.824, 0.020, -0.285, -0.017, -0.072, -0.085, -0.075, -0.027, 0.119, 0.110, 0.106, 0.109, 0.101, 0.735]}



charge of number 2 (C33H54Br3CaCl4FLiN4NaO9PS4)?
+1



Which formula does entry 2 have?
C33H54Br3CaCl4FLiN4NaO9PS4